1.
A cluster of 2 separate species, C4H11NO2 in total, computed with ωB97M-V/def2-TZVPD.

HOMO-LUMO gap = 0.2947 hartree
SMILES = C1COCCN1.O

Element x y z (Å)
C1 0.24 -1.19 0.75
C2 1.17 -1.20 -0.43
C3 1.30 1.06 -0.55
C4 0.32 1.31 0.66
H1 0.93 -1.41 1.62
H2 -0.53 -1.99 0.61
H3 1.84 -2.08 -0.45
H4 0.59 -1.23 -1.39
H5 1.89 1.97 -0.58
H6 0.73 0.93 -1.52
H7 -0.34 2.13 0.42
H8 0.91 1.68 1.51
H9 -1.35 0.09 0.51
H10 -3.48 -0.77 -0.53
H11 -2.98 0.78 -0.96
N1 -0.39 0.09 0.94
O1 1.99 -0.11 -0.22
O2 -2.84 -0.03 -0.39



2.
A cluster of 2 separate species, C4H11NO2 in total, computed with ωB97M-V/def2-TZVPD.

HOMO-LUMO gap = 0.3527 hartree
SMILES = CCCC(N)=O.O

Element x y z (Å)
C1 -0.42 1.79 2.10
C2 -0.84 0.60 1.15
C3 0.37 -0.32 0.84
C4 0.04 -1.40 -0.15
N1 -0.38 -1.01 -1.41
O1 0.14 -2.64 0.11
H1 0.18 1.50 2.99
H2 -1.22 2.54 2.31
H3 0.30 2.39 1.47
H4 -1.55 -0.06 1.66
H5 -1.10 1.08 0.16
H6 1.31 0.15 0.45
H7 0.77 -0.80 1.75
H8 0.04 -0.07 -1.62
H9 -0.48 -1.56 -2.28
H10 0.73 2.78 -2.32
H11 1.45 1.80 -1.51
O2 0.77 1.81 -2.21



3.
A cluster of 2 separate species, C4H11NO2 in total, computed with ωB97M-V/def2-TZVPD.

HOMO-LUMO gap = 0.3856 hartree
SMILES = CC(C)NC=O.O

Element x y z (Å)
C1 1.43 0.91 1.09
N1 0.87 1.49 -0.08
C2 0.66 -0.64 -1.44
C3 -0.01 0.66 -1.00
C4 -1.44 0.80 -0.49
O1 1.38 -0.32 1.23
H1 1.90 1.67 1.77
H2 1.37 2.15 -0.68
H3 0.43 -1.51 -0.79
H4 0.46 -0.78 -2.48
H5 1.66 -0.26 -1.39
H6 0.12 1.27 -1.90
H7 -1.35 1.93 -0.21
H8 -1.77 0.31 0.46
H9 -2.19 0.55 -1.24
H10 -2.28 -2.05 1.69
H11 -1.45 -2.94 0.73
O2 -2.24 -2.33 0.73



What did the first record say?
A cluster of 2 separate species, C4H11NO2 in total, computed with ωB97M-V/def2-TZVPD.

HOMO-LUMO gap = 0.2947 hartree
SMILES = C1COCCN1.O

Element x y z (Å)
C1 0.24 -1.19 0.75
C2 1.17 -1.20 -0.43
C3 1.30 1.06 -0.55
C4 0.32 1.31 0.66
H1 0.93 -1.41 1.62
H2 -0.53 -1.99 0.61
H3 1.84 -2.08 -0.45
H4 0.59 -1.23 -1.39
H5 1.89 1.97 -0.58
H6 0.73 0.93 -1.52
H7 -0.34 2.13 0.42
H8 0.91 1.68 1.51
H9 -1.35 0.09 0.51
H10 -3.48 -0.77 -0.53
H11 -2.98 0.78 -0.96
N1 -0.39 0.09 0.94
O1 1.99 -0.11 -0.22
O2 -2.84 -0.03 -0.39



- Which of these has the lowest HOMO-LUMO gap?
  number 1



Please write out number 2 again, unchanged.
A cluster of 2 separate species, C4H11NO2 in total, computed with ωB97M-V/def2-TZVPD.

HOMO-LUMO gap = 0.3527 hartree
SMILES = CCCC(N)=O.O

Element x y z (Å)
C1 -0.42 1.79 2.10
C2 -0.84 0.60 1.15
C3 0.37 -0.32 0.84
C4 0.04 -1.40 -0.15
N1 -0.38 -1.01 -1.41
O1 0.14 -2.64 0.11
H1 0.18 1.50 2.99
H2 -1.22 2.54 2.31
H3 0.30 2.39 1.47
H4 -1.55 -0.06 1.66
H5 -1.10 1.08 0.16
H6 1.31 0.15 0.45
H7 0.77 -0.80 1.75
H8 0.04 -0.07 -1.62
H9 -0.48 -1.56 -2.28
H10 0.73 2.78 -2.32
H11 1.45 1.80 -1.51
O2 0.77 1.81 -2.21



- Which formula does entry 2 have?
  C4H11NO2